No. 1
Entry from OMol25: one molecule with the formula C2H8N4 in a non-equilibrium geometry (ωB97M-V with the def2-TZVPD basis set).

Summary:
Gap between HOMO and LUMO, eV: 9.6190
Structure (SMILES): [H]/N=C(\C)N(N)N
HOMO level, Ha: -0.324
ΔE to the lowest compared entry with this formula, charge and spin, kJ/mol: 180.1

The geometry in XYZ format:
```
14
Properties=species:S:1:pos:R:3:forces:R:3
H -1.921948 1.690987 -0.099393 0.0 -0.3 0.0
N -0.914769 1.580363 -0.074535 -0.2 0.5 -0.1
C -0.519848 0.371926 0.007453 -0.5 0.0 0.0
C -1.379167 -0.869420 0.051155 0.0 0.2 0.0
N 0.825102 0.165088 0.086301 1.1 0.0 0.1
N 1.705234 1.246433 -0.051569 0.1 0.0 0.0
N 1.451054 -1.073376 -0.008100 -0.2 -0.4 0.0
H -1.165925 -1.451467 0.947033 0.0 -0.1 0.0
H -1.190826 -1.494324 -0.822185 0.0 -0.1 0.0
H -2.430088 -0.590710 0.057014 0.0 0.0 0.0
H 1.392169 1.836144 -0.821393 -0.1 -0.1 0.2
H 1.673465 1.815890 0.791844 -0.2 -0.1 -0.2
H 1.257673 -1.656417 0.800003 0.0 0.1 -0.1
H 1.217873 -1.571115 -0.863629 0.0 0.1 0.1
```
Positions in Å, forces in eV/Å.



No. 2
Entry from OMol25: a 2-piece molecular cluster, C4H14N2O overall in a non-equilibrium geometry (ωB97M-V with the def2-TZVPD basis set).

Summary:
Gap between HOMO and LUMO, eV: 9.2022
Structure (SMILES): NCCCCN.O
HOMO level, Ha: -0.307
ΔE to the lowest compared entry with this formula, charge and spin, kJ/mol: 224.6

The geometry in XYZ format:
```
21
Properties=species:S:1:pos:R:3:forces:R:3
N -2.777876 0.021500 0.897975 0.1 2.4 0.8
C -1.748460 -0.970996 0.998104 -1.9 -1.7 -1.5
C -0.283273 -0.685751 1.313856 0.4 -0.2 1.0
C 0.649676 -1.311054 0.257627 0.8 2.0 -0.3
C 2.155045 -1.193815 0.576151 -1.1 0.6 2.0
N 2.675744 0.124335 0.153680 1.3 -1.3 0.8
H -3.015878 0.661416 1.687048 0.1 -1.3 -1.2
H -3.469294 -0.189979 0.192334 0.0 0.4 0.6
H -1.737273 -1.290236 -0.086621 0.1 -0.5 1.2
H -2.241617 -1.820789 1.630320 1.7 0.8 -0.9
H -0.153341 -1.196692 2.275742 0.6 0.2 0.0
H 0.048975 0.364961 1.474644 -0.8 -0.5 -0.2
H 0.362409 -2.317631 -0.015920 -0.1 -0.1 -0.1
H 0.668204 -0.597178 -0.610060 -1.1 -1.2 0.1
H 2.640670 -2.035819 0.129786 0.7 -0.3 -0.5
H 2.283095 -1.307076 1.702486 0.1 0.1 -1.2
H 2.051024 0.679624 -0.385363 -0.5 0.1 -0.5
H 3.548035 -0.031819 -0.338739 -0.2 0.5 0.0
O -0.567101 3.267390 -3.286520 -0.3 0.1 0.0
H -0.917938 3.823453 -3.994235 0.2 -0.1 0.2
H 0.378499 3.201227 -3.435666 0.1 0.1 -0.1
```
Positions in Å, forces in eV/Å.



No. 3
Entry from OMol25: a 5-piece molecular cluster, CH14NO4 overall in a non-equilibrium geometry (ωB97M-V with the def2-TZVPD basis set).

Summary:
Gap between HOMO and LUMO, eV: 10.7900
HOMO level, Ha: -0.511
ΔE to the lowest compared entry with this formula, charge and spin, kJ/mol: 98.4
Charge: +1

The geometry in XYZ format:
```
20
Properties=species:S:1:pos:R:3:forces:R:3
C -1.174448 1.763136 0.575556 -0.5 0.0 -1.3
N -0.211575 0.833466 1.218048 -0.5 -0.5 -0.1
H -1.931170 1.169476 0.049505 -0.2 0.0 0.8
H -1.558737 2.424955 1.342049 -0.3 0.0 -0.2
H -0.782526 2.307297 -0.287744 0.8 0.2 0.7
H 0.345617 1.298351 1.922853 0.4 0.2 0.0
H 0.393739 0.373612 0.539470 0.1 0.1 0.0
H -0.774017 0.098296 1.731286 0.3 0.1 0.2
H 3.947217 1.474721 -4.670229 -0.3 -0.2 0.0
H 3.560918 -0.010021 -4.641983 0.0 0.0 -0.1
O 3.204118 0.873792 -4.506892 0.2 0.2 -0.1
H 2.395308 1.239259 -2.840612 0.4 -0.3 0.4
H 2.793550 0.673894 -1.404533 0.3 -0.1 -0.5
O 2.392843 1.404576 -1.878844 -0.7 0.4 0.4
H -1.950105 -1.721672 2.218142 -0.2 0.0 0.2
H -1.570948 -1.301476 3.599336 0.0 0.4 0.1
O -1.714749 -0.916982 2.724142 0.2 -0.4 -0.3
H -2.118346 -4.254601 2.149692 -0.2 -0.1 -0.4
H -3.176714 -3.423574 1.301389 0.0 -0.6 -0.1
O -2.693828 -3.484650 2.129507 0.2 0.8 0.3
```
Positions in Å, forces in eV/Å.



No. 4
Entry from OMol25: C3H4CuO2 as an isolated structure in a non-equilibrium geometry (ωB97M-V with the def2-TZVPD basis set).

Summary:
Gap between HOMO and LUMO (spin up / spin down), eV: 4.2506 / 4.2501
HOMO level (spin up / spin down), Ha: -0.066 / -0.066
ΔE to the lowest compared entry with this formula, charge and spin, kJ/mol: 17.6
Charge: -1

The geometry in XYZ format:
```
10
Properties=species:S:1:pos:R:3:forces:R:3
H -1.068895 1.655432 0.980434 -0.3 -0.3 -0.5
C -0.999046 1.028397 0.071354 -0.7 -0.4 0.1
C 0.335168 0.325153 0.014583 0.5 -1.0 0.4
O 0.130378 -1.133029 0.082518 -1.8 1.4 -0.1
C 1.088206 -2.041394 -0.373657 1.9 -1.3 0.2
O 2.251465 -1.792547 -0.031387 -0.8 0.3 -0.5
Cu -2.460152 -0.793935 0.156975 1.8 1.5 -0.1
H -1.156581 1.638575 -0.838197 -0.2 -0.3 0.5
H 0.994856 0.588915 0.857369 -0.2 0.1 -0.3
H 0.884604 0.524432 -0.919992 -0.2 0.0 0.2
```
Positions in Å, forces in eV/Å.



No. 5
Entry from OMol25: C20H45GaN3O3 as an isolated structure (ωB97M-V with the def2-TZVPD basis set).

Summary:
Gap between HOMO and LUMO (spin up / spin down), eV: 6.5387 / 6.5325
Multiplicity: 3
HOMO level (spin up / spin down), Ha: -0.155 / -0.155
ΔE to the lowest compared entry with this formula, charge and spin, kJ/mol: 80.7
Charge: -1

The geometry in XYZ format:
```
72
Properties=species:S:1:pos:R:3:forces:R:3
N 1.743511 -5.070216 -5.199263 -0.1 0.0 0.0
Ga 1.676993 -5.315710 -3.271746 0.0 0.0 0.0
C 2.748474 -3.827828 -2.341612 -0.1 -0.1 0.1
C 2.067768 -2.475675 -2.279822 0.0 0.1 0.0
O 0.958471 -2.462653 -1.365086 0.2 0.0 0.2
H 0.984526 -4.483139 -5.528497 0.0 0.0 0.0
H 2.594523 -4.635013 -5.540172 0.0 0.0 0.0
H 0.123051 -5.188814 -2.831397 0.0 0.0 0.0
H 2.318236 -6.742536 -2.856791 0.0 0.1 0.0
H 2.972104 -4.143484 -1.311702 0.1 0.1 0.0
H 3.725067 -3.703911 -2.822728 0.0 -0.1 -0.1
H 1.678508 -2.178545 -3.260260 0.1 0.0 -0.1
H 2.761764 -1.687724 -1.954054 -0.1 0.1 0.0
H 0.893067 -3.363886 -1.030834 -0.2 0.0 -0.2
C 3.310339 -0.126636 0.459676 0.0 -0.1 0.0
C 2.268586 0.957491 0.788368 -0.1 0.1 0.0
C 2.278356 2.106421 -0.236496 0.0 -0.1 0.0
C 3.487331 3.022694 -0.118672 0.0 0.0 0.0
C 3.585655 3.596332 1.289892 0.1 0.0 0.0
C 3.647438 2.506206 2.370349 -0.2 -0.1 0.0
N 2.481835 1.576656 2.144527 0.1 0.1 -0.1
O 1.414659 1.912430 2.760148 0.0 -0.1 0.1
C 5.000645 1.793917 2.330932 0.0 0.0 0.0
C 3.484580 3.122993 3.755876 0.0 0.0 0.0
C 0.898319 0.295924 0.762675 -0.1 0.0 -0.1
H 2.840668 -1.108052 0.523240 0.0 0.0 0.0
H 3.667248 -0.015900 -0.565161 0.0 0.0 0.0
H 4.170708 -0.136902 1.116060 0.0 0.0 0.1
H 1.369594 2.698223 -0.085239 0.0 0.0 0.0
H 2.215418 1.663540 -1.233324 0.0 0.0 0.0
H 4.402778 2.486777 -0.386212 0.0 0.0 0.0
H 3.391004 3.841853 -0.835038 0.0 0.0 0.0
H 4.470426 4.231938 1.394322 0.0 0.0 0.0
H 2.709149 4.221541 1.486127 0.0 0.0 0.0
H 4.993980 0.907744 2.966582 0.0 0.0 0.0
H 5.751236 2.484916 2.718781 0.0 0.0 0.0
H 5.309466 1.503906 1.330625 0.0 0.0 0.0
H 2.577040 3.715794 3.824302 0.0 0.0 0.0
H 4.348533 3.760203 3.954489 0.0 0.0 0.0
H 3.440090 2.344922 4.518623 0.0 0.0 0.0
H 0.813146 -0.448390 1.555039 0.0 0.0 0.0
H 0.797238 -0.227687 -0.190956 0.0 0.0 0.0
H 0.093343 1.017476 0.874411 0.1 0.0 0.0
C -2.887452 -1.541365 -0.908233 0.0 0.0 0.0
C -3.539212 -0.166102 -1.151252 -0.1 0.1 0.0
C -2.664713 0.994886 -0.648655 0.1 0.0 -0.1
C -2.621091 1.115270 0.867090 0.1 0.1 0.0
C -4.023365 1.267040 1.439486 -0.1 -0.1 0.0
C -4.945755 0.106087 1.036469 0.0 0.0 -0.2
N -4.876787 -0.032020 -0.465027 0.1 0.1 0.1
O -5.740419 0.664602 -1.097464 -0.1 -0.1 0.0
C -4.542841 -1.171314 1.775763 0.0 0.0 0.0
C -6.391961 0.422006 1.403663 0.0 0.0 0.0
C -3.758966 -0.007218 -2.651779 0.0 0.0 0.0
H -2.952449 -2.145375 -1.812546 0.0 0.0 0.0
H -1.827159 -1.439999 -0.669142 0.0 0.0 0.0
H -3.359759 -2.110625 -0.118908 0.0 0.0 0.0
H -3.062460 1.924851 -1.068166 0.0 0.0 0.0
H -1.658910 0.857127 -1.054243 0.0 0.0 0.0
H -2.108760 0.252775 1.301946 0.0 0.0 0.0
H -2.022780 1.988009 1.139075 0.0 0.0 0.0
H -3.996113 1.318730 2.531987 0.0 0.0 0.0
H -4.464854 2.201132 1.078406 0.0 0.0 0.0
H -5.068542 -2.038344 1.373944 0.0 0.0 0.0
H -4.831626 -1.053862 2.821672 0.0 0.0 0.0
H -3.474603 -1.367460 1.753634 0.0 0.0 0.0
H -6.715273 1.366727 0.976047 0.0 0.0 0.0
H -6.467378 0.473276 2.491478 0.0 0.0 0.0
H -7.059674 -0.361023 1.042625 0.0 0.0 0.0
H -4.473380 -0.747043 -3.012764 0.0 0.0 0.0
H -2.801657 -0.180792 -3.146999 0.0 0.0 0.0
H -4.126933 0.982830 -2.908086 0.0 0.0 0.0
```
Positions in Å, forces in eV/Å.



No. 6
Entry from OMol25: C31H71O19P3 as an isolated structure in a non-equilibrium geometry (ωB97M-V with the def2-TZVPD basis set).

Summary:
Gap between HOMO and LUMO, eV: 9.5368
HOMO level, Ha: -0.328

The geometry in XYZ format:
```
124
Properties=species:S:1:pos:R:3:forces:R:3
C 13.618882 16.589964 7.521085 0.1 1.7 -0.9
C 15.151895 16.623989 7.522305 -0.5 -1.0 -1.3
O 15.854591 17.097648 8.373720 -0.3 0.3 0.4
C 15.779109 15.917227 6.308711 1.3 0.9 0.3
H 13.331566 15.614808 7.820906 -0.4 -1.1 0.4
H 13.145457 16.761215 6.499871 0.9 -0.2 1.2
H 13.195848 17.325424 8.218002 0.2 -0.3 -0.1
H 15.213211 15.096096 5.910836 -0.4 -0.3 -0.1
H 16.818227 15.594006 6.547058 -0.8 0.1 0.0
H 15.898568 16.671416 5.508510 -0.2 -0.2 0.2
C 17.026708 11.784099 10.683907 0.6 0.4 0.3
C 16.684887 13.182183 11.112880 -2.1 -0.1 -0.8
O 16.602899 13.514535 12.269069 0.6 0.4 0.1
C 16.183739 14.089663 9.944049 1.0 -1.6 0.4
H 16.207843 11.406522 10.073663 0.1 -0.2 0.2
H 17.313970 11.147677 11.512770 -0.4 -0.2 0.1
H 17.909384 11.886589 10.076089 0.4 -0.1 -0.7
H 15.152965 14.367229 10.048380 -0.4 0.6 0.6
H 16.208650 13.544863 8.998616 0.3 -0.1 0.0
H 16.892294 14.886640 9.886275 0.0 1.0 -0.2
C 8.014474 12.289702 14.344298 -1.5 1.2 0.0
C 7.707058 12.402402 12.873603 0.3 1.1 -1.0
O 7.171076 13.397127 12.385173 0.6 -1.3 0.5
C 8.155070 11.173348 12.067135 -0.6 1.1 -0.4
H 8.845332 11.645449 14.487167 0.9 -0.3 0.4
H 7.134881 11.796016 14.775636 0.1 -0.2 0.1
H 8.041580 13.291670 14.826995 0.4 -0.7 -0.4
H 7.659581 11.134925 11.081727 0.0 0.0 0.6
H 7.865256 10.363043 12.731418 0.4 -0.6 -0.4
H 9.238195 11.211136 11.819829 -0.5 -0.1 0.6
C 10.815607 18.545115 16.138285 0.8 -0.4 0.0
C 11.072356 17.202477 15.451756 2.3 1.3 1.1
O 10.222438 16.664280 14.839348 -1.6 -1.3 -1.4
C 12.473835 16.491947 15.684912 -1.5 0.3 -0.3
H 9.780429 18.813438 16.215649 -0.7 -0.3 -0.1
H 11.294222 19.374155 15.620867 0.4 -0.1 -0.1
H 11.229360 18.449069 17.136210 0.2 0.3 0.3
H 12.813038 16.056828 14.736882 -0.3 0.0 0.2
H 12.157684 15.682415 16.379766 0.8 0.4 -0.2
H 13.274849 17.153379 16.034190 -0.4 -0.2 0.3
C 15.369370 18.417044 13.788388 -0.6 0.5 1.1
C 14.227987 18.038783 12.883739 -0.5 -0.5 0.6
O 13.078276 18.188360 13.264175 0.4 0.1 -0.4
C 14.577583 17.486373 11.549001 -1.0 -0.7 -0.7
H 15.839406 19.253181 13.309710 0.7 0.4 -0.4
H 16.132282 17.665681 14.044244 -0.4 0.1 -0.4
H 14.922605 18.848501 14.703049 0.3 -0.5 -0.2
H 14.459517 16.394559 11.503532 0.1 0.0 0.5
H 15.585245 17.682067 11.291002 1.0 0.3 -0.4
H 13.894679 17.797026 10.745587 0.2 0.3 0.3
C 11.514348 9.439510 12.981870 -2.6 1.0 0.6
C 10.276655 8.813766 13.588862 1.4 -1.0 -0.9
O 9.534330 9.436869 14.292208 -0.8 0.2 0.6
C 10.062133 7.315487 13.301220 -0.4 1.1 -0.2
H 11.560387 10.396139 13.537248 1.0 -0.6 -0.4
H 11.251918 9.641238 11.942735 0.3 0.1 -0.3
H 12.252490 8.689774 13.051214 1.5 -0.2 0.1
H 9.811151 7.204729 12.215808 0.6 -0.1 0.8
H 9.127331 7.179928 13.854946 0.4 -1.0 0.1
H 10.978146 6.734945 13.604740 -1.3 0.3 -0.3
C 14.901737 8.117038 15.534585 1.3 -0.6 1.5
O 14.149664 9.345258 15.534667 0.2 -1.8 0.0
P 14.820209 10.377900 14.564885 -0.5 1.2 -0.5
O 15.067930 9.973309 13.177732 0.0 -0.1 0.4
O 13.793026 11.554761 14.706105 0.2 0.0 -0.7
C 13.548670 12.200425 15.945161 0.5 0.6 -0.3
O 16.083206 10.867586 15.392455 0.7 -0.4 -1.1
C 17.247773 11.200026 14.563756 0.2 0.5 0.6
H 14.869142 7.514182 14.646384 -0.7 0.1 -0.7
H 14.640666 7.465556 16.393939 -0.2 0.8 -0.4
H 15.980795 8.351223 15.644502 -0.5 0.0 0.2
H 14.494693 12.468169 16.446432 -0.4 -0.4 0.0
H 12.879626 11.587534 16.523772 -0.1 -0.1 0.5
H 13.075474 13.126122 15.656036 -0.4 0.3 0.2
H 17.632180 12.103304 15.029240 0.1 0.2 -0.2
H 16.980752 11.419098 13.513142 0.1 -0.3 0.8
H 18.024386 10.430118 14.678498 -0.5 0.0 -0.2
C 7.180516 18.951481 7.267657 -1.8 0.6 0.6
O 7.345845 17.945637 8.263534 1.6 -0.7 0.7
P 8.858354 17.620291 8.726848 -1.4 -0.8 -0.3
O 9.790106 17.561179 7.607131 0.6 -0.2 -0.1
O 9.146734 18.762061 9.786471 -0.7 0.0 -0.2
C 10.417861 18.727727 10.416600 0.4 1.0 1.1
O 8.757657 16.209566 9.504977 -0.5 1.1 0.4
C 7.858359 16.125972 10.657532 -0.8 1.0 -0.1
H 6.209272 18.684792 6.824694 0.3 0.4 0.0
H 7.917622 18.983746 6.484033 0.6 -0.2 0.0
H 7.076413 19.913842 7.809518 0.2 -0.3 -0.6
H 10.752702 19.773027 10.664062 -0.3 -1.0 -0.6
H 11.112184 18.208211 9.775042 0.5 0.0 0.0
H 10.304851 18.230908 11.377826 0.2 -0.3 0.0
H 7.789546 17.102767 11.162684 0.0 -0.3 -0.3
H 8.128446 15.406751 11.400233 1.0 -0.6 0.0
H 6.859554 15.807751 10.355685 0.1 0.2 -0.4
C 10.185094 13.926739 8.248585 -0.6 -0.1 0.2
O 11.395801 13.167770 8.448411 0.1 -1.4 0.1
P 11.328445 11.568779 8.592113 -2.3 -0.4 1.7
O 10.460359 10.941497 9.624207 0.5 1.1 -0.5
O 10.845540 11.103471 7.152860 0.7 -0.1 -0.6
C 9.659937 10.339220 6.966221 -1.5 -0.4 0.5
O 12.795568 11.098382 8.887171 0.8 0.5 -1.0
C 13.833947 11.361834 7.927879 -0.1 0.5 -0.7
H 9.492233 13.501867 7.512845 0.5 -0.2 -0.2
H 10.504749 14.907163 7.918759 -0.1 0.1 0.1
H 9.582365 13.995650 9.161432 0.6 0.0 0.0
H 9.701251 9.748848 6.047959 0.3 0.8 -0.3
H 8.763472 11.030181 6.993880 1.0 -0.9 -0.2
H 9.512040 9.539502 7.715989 0.3 0.8 0.2
H 13.863988 10.615742 7.152156 -0.2 -0.8 -0.1
H 14.809981 11.341536 8.411250 -0.3 0.3 0.2
H 13.634273 12.286111 7.352432 0.3 0.0 0.8
C 12.076387 13.068567 12.558657 -1.0 0.4 -0.2
C 11.102614 14.277699 12.180762 0.4 -0.8 0.7
C 12.036508 15.270890 11.511481 0.3 -1.0 0.1
O 13.065220 14.455507 10.913574 -0.5 1.4 -0.9
C 13.316770 13.381542 11.742052 1.9 -1.5 1.2
H 11.683814 12.094000 12.255726 -0.3 0.3 0.0
H 12.320798 12.988810 13.635686 -0.3 0.3 -0.7
H 10.690698 14.736568 13.077341 -0.3 -0.1 0.0
H 10.279107 13.951084 11.530017 0.3 0.0 0.1
H 12.447200 15.977103 12.235992 0.1 -0.1 0.1
H 11.571612 15.842669 10.735289 -0.3 0.3 -0.6
H 14.149115 13.611746 12.454651 -0.4 0.0 -0.5
H 13.698592 12.507336 11.143151 -0.6 0.8 0.3
```
Positions in Å, forces in eV/Å.